[1]
112
Properties=species:S:1:pos:R:3:forces:R:3 method="wB97M-V/def2-TZVPD" total_charge=+3 gap_ev=6.80 e_tot_ha=-6059.067944
Tl -0.38629 -0.36344 0.16253 -0.370 0.154 0.075
F -5.23390 -2.28112 0.15761 0.149 -0.017 0.051
Ge -3.57437 -1.90327 0.60054 -0.398 -0.269 0.163
C -4.00158 -0.21099 1.58165 0.204 0.072 -0.268
C -5.14000 -0.50198 2.33850 0.024 0.086 -0.027
C -5.64110 0.39986 3.26641 -0.019 -0.065 0.003
C -5.01180 1.61356 3.47123 -0.007 0.048 0.036
C -3.89166 1.93095 2.72550 -0.029 -0.003 -0.092
C -3.39024 1.03587 1.77592 -0.070 -0.165 0.092
P -2.01350 1.60915 0.79014 0.149 -0.088 -0.066
C -2.63591 2.38965 -0.69687 0.011 -0.017 -0.094
C -3.98944 2.68317 -0.84994 0.062 0.043 0.043
C -4.40037 3.45353 -1.92844 -0.011 -0.048 -0.029
C -3.47184 3.91773 -2.84835 -0.033 -0.038 -0.045
C -2.12343 3.61004 -2.70795 0.003 -0.066 -0.013
C -1.70420 2.84478 -1.63487 -0.012 -0.059 0.022
C -1.16368 2.88114 1.72741 0.025 -0.001 0.075
C -1.19949 4.21933 1.33923 0.024 -0.050 0.002
C -0.59416 5.17812 2.13897 0.014 -0.024 0.005
C 0.03273 4.80453 3.31811 -0.009 0.017 -0.004
C 0.06042 3.47013 3.70910 0.016 -0.002 -0.020
C -0.53144 2.50612 2.91477 0.021 0.064 -0.043
C -3.16408 -3.10095 2.08494 0.138 0.035 0.043
C -4.17029 -3.90452 2.62051 0.026 0.014 -0.053
C -3.90370 -4.78272 3.65908 -0.007 -0.003 -0.001
C -2.62087 -4.88044 4.18175 0.006 -0.015 0.010
C -1.60712 -4.09673 3.66391 -0.009 0.036 -0.039
C -1.88061 -3.20251 2.62267 -0.096 0.011 -0.059
P -0.43924 -2.24420 2.09078 0.116 0.194 -0.094
C 0.79691 -3.48907 1.67374 0.036 0.001 0.002
C 1.91558 -3.75386 2.45907 -0.022 -0.017 -0.042
C 2.79770 -4.75920 2.07789 -0.013 0.009 -0.016
C 2.56070 -5.49783 0.92817 0.007 0.006 0.009
C 1.43343 -5.24373 0.15194 -0.006 0.001 0.017
C 0.55269 -4.24139 0.51954 0.009 0.029 0.037
C 0.07775 -1.26093 3.50990 -0.025 0.013 0.007
C 1.36526 -0.72225 3.57425 -0.037 -0.009 0.021
C 1.72666 0.08206 4.64121 -0.016 0.009 0.007
C 0.79883 0.37881 5.63281 0.003 -0.010 -0.014
C -0.48985 -0.12801 5.55759 -0.001 -0.014 -0.009
C -0.85479 -0.95058 4.50139 0.025 -0.033 -0.022
C -2.78275 -2.90000 -0.94971 0.048 0.311 0.081
C -3.38534 -4.16391 -0.89426 0.022 0.052 -0.064
C -3.26710 -5.07175 -1.93259 -0.022 -0.028 0.035
C -2.56996 -4.72945 -3.07988 -0.005 -0.010 -0.028
C -1.95088 -3.49801 -3.14817 0.074 0.049 0.083
C -2.00719 -2.60045 -2.07362 -0.015 -0.095 -0.036
P -1.14483 -1.04008 -2.31705 0.347 -0.317 0.188
C -2.12704 -0.27029 -3.61648 0.147 0.229 0.088
C -3.48354 -0.07576 -3.36423 -0.036 0.021 -0.020
C -4.32694 0.27926 -4.40049 -0.029 0.089 0.084
C -3.81831 0.45875 -5.68059 0.044 -0.004 -0.020
C -2.46637 0.27422 -5.92816 -0.011 -0.009 0.005
C -1.61217 -0.09681 -4.89993 -0.005 0.091 0.017
C 0.51329 -1.33189 -2.99818 -0.072 -0.031 -0.113
C 1.10649 -2.58839 -3.10977 -0.066 0.065 -0.070
C 2.40900 -2.70068 -3.58439 -0.029 -0.005 -0.016
C 3.12580 -1.56653 -3.93912 -0.008 0.021 0.001
C 2.54481 -0.30894 -3.81157 0.015 -0.018 0.013
C 1.24656 -0.19167 -3.34169 -0.016 0.002 0.078
H -5.66025 -1.43776 2.20459 -0.036 -0.046 0.012
H -6.52540 0.14196 3.83211 -0.031 -0.014 0.013
H -5.39345 2.31386 4.20064 -0.009 0.025 0.011
H -3.40962 2.88838 2.86979 0.010 0.010 0.012
H -4.71172 2.34988 -0.11594 -0.018 -0.027 -0.002
H -5.44580 3.70459 -2.03938 -0.031 -0.001 -0.012
H -3.79760 4.52657 -3.68004 -0.016 0.026 -0.019
H -1.40594 3.98199 -3.42560 0.030 0.007 -0.022
H -0.64582 2.64039 -1.49511 0.018 -0.006 -0.025
H -1.70211 4.51470 0.42840 -0.004 0.029 0.009
H -0.62342 6.21760 1.84576 -0.001 0.036 -0.013
H 0.49544 5.55686 3.94111 0.015 0.028 0.024
H 0.54231 3.18763 4.63426 0.013 -0.014 0.030
H -0.51578 1.46709 3.22285 0.008 -0.052 0.032
H -5.17076 -3.85536 2.20839 -0.034 0.007 0.001
H -4.69607 -5.40073 4.05751 -0.030 -0.017 0.015
H -2.41017 -5.56964 4.98719 0.005 -0.014 0.020
H -0.60725 -4.17898 4.07290 0.020 -0.010 0.014
H 2.09220 -3.20253 3.37219 0.016 -0.004 0.025
H 3.66058 -4.97467 2.69204 0.027 -0.013 0.024
H 3.24403 -6.28616 0.64490 0.018 -0.021 -0.010
H 1.23589 -5.84091 -0.72733 -0.002 -0.021 -0.037
H -0.33423 -4.05146 -0.07813 -0.027 -0.008 -0.019
H 2.09220 -0.95801 2.80846 0.056 0.030 -0.065
H 2.73362 0.46915 4.71133 0.030 0.020 -0.014
H 1.08518 1.00046 6.46982 0.012 0.013 0.032
H -1.21022 0.10483 6.32864 -0.027 -0.003 0.032
H -1.85487 -1.36156 4.46001 -0.034 0.013 0.001
H -3.98948 -4.44568 -0.04403 -0.029 -0.011 0.018
H -3.75520 -6.03320 -1.85728 -0.010 -0.036 0.011
H -2.51942 -5.41101 -3.91713 0.009 -0.018 -0.023
H -1.42313 -3.22039 -4.05118 0.036 0.014 -0.047
H -3.88903 -0.23605 -2.37306 -0.052 0.016 0.068
H -5.38274 0.41162 -4.21282 -0.042 0.006 0.013
H -4.48002 0.73338 -6.48967 -0.027 0.007 -0.025
H -2.07479 0.39958 -6.92752 0.013 0.014 -0.029
H -0.56529 -0.26236 -5.11203 -0.023 -0.010 -0.015
H 0.56634 -3.48015 -2.83161 -0.053 -0.076 0.022
H 2.85796 -3.67872 -3.68829 0.007 -0.035 -0.004
H 4.12957 -1.66103 -4.32868 0.043 -0.004 -0.003
H 3.09932 0.57595 -4.09203 0.003 0.024 -0.014
H 0.79643 0.79169 -3.25369 0.009 0.020 0.007
N 2.21513 -1.55386 -0.36938 0.174 0.135 -0.039
N 3.26164 -0.77390 0.14407 -0.117 -0.209 -0.110
C 3.09078 0.50784 0.48263 0.214 -0.104 -0.018
N 4.17473 1.18214 0.85799 -0.125 0.085 -0.033
S 1.59983 1.33739 0.49242 -0.241 -0.123 -0.064
H 2.24399 -2.47594 0.06134 0.034 0.089 -0.006
H 2.31953 -1.65431 -1.38125 0.073 0.029 0.236
H 4.20523 -1.14539 0.08596 -0.140 0.044 0.021
H 5.10290 0.78832 0.82504 0.005 -0.017 -0.009
H 4.08996 2.15442 1.11348 0.003 -0.056 -0.001


[2]
25
Properties=species:S:1:pos:R:3:forces:R:3 method="wB97M-V/def2-TZVPD" total_charge=0 de_lowest_kcal_mol=50.4 gap_ev=7.88 e_tot_ha=-535.018434 smiles="CN1CCN(CC(=O)O)CC1"
C 2.03074 1.59232 -1.02940 1.628 1.547 -0.968
N 0.69757 1.08468 -0.96016 0.524 1.796 -0.097
C 0.36543 -0.11067 -1.57914 -2.034 -5.067 3.774
C 0.81296 -1.47035 -0.59865 -0.819 2.907 0.443
N 0.26348 -1.13010 0.72640 -2.530 -0.971 0.039
C -1.18989 -1.47771 0.94809 1.206 -1.732 -1.147
C -2.39876 -0.80567 0.34646 -1.711 0.932 -2.172
O -3.05864 -1.10996 -0.65572 1.645 0.376 2.570
O -2.72024 0.26318 1.13385 -1.904 0.113 0.406
C 0.54095 0.18713 1.26872 2.968 1.052 -1.828
C 0.10722 1.32452 0.32372 -0.054 1.442 1.237
H 2.14438 2.67022 -1.33867 -0.856 -0.664 0.064
H 2.73599 1.59854 -0.18630 -0.755 -0.692 0.708
H 2.59811 1.07403 -1.76960 0.253 -0.581 -0.804
H -0.73022 -0.36173 -1.30159 1.296 1.149 -1.782
H 0.66378 -0.36318 -2.55462 0.226 0.608 -1.437
H 0.44153 -2.46981 -0.86393 0.194 0.476 -0.324
H 1.83979 -1.44692 -0.32059 1.377 -0.389 -0.760
H -1.42149 -2.55235 0.75028 0.835 0.552 -0.148
H -1.27923 -1.36901 1.98155 -0.475 0.243 1.757
H -3.69038 0.52870 1.09347 1.713 -0.547 -0.586
H 1.67152 0.34104 1.42347 -1.350 -0.666 -0.271
H 0.13256 0.24778 2.21550 -1.089 0.207 2.003
H 0.42952 2.41808 0.62543 -0.497 -2.218 -0.122
H -0.98668 1.33724 0.32144 0.211 0.125 -0.555


[3]
9
Properties=species:S:1:pos:R:3:forces:R:3 method="wB97M-V/def2-TZVPD" total_charge=0 de_lowest_kcal_mol=39.8 gap_ev=11.22 e_tot_ha=-209.158921 smiles="CN=C=O.[H][H]"
C 0.94201 0.33499 -0.47637 0.261 0.145 -0.107
N -0.22697 -0.37845 0.00278 -0.073 -0.795 -0.192
C -0.44993 -1.55227 -0.19549 -0.020 -0.292 -0.078
O -0.71840 -2.68169 -0.35541 -0.015 0.646 0.192
H 1.85281 -0.13409 -0.09242 -0.060 0.173 -0.045
H 0.89684 1.36784 -0.13192 0.011 -0.111 -0.043
H 0.97237 0.32082 -1.57020 0.034 0.107 0.149
H -2.05717 1.26873 1.61918 0.008 0.115 0.048
H -1.38532 1.19756 1.31038 -0.146 0.012 0.076